#1
{"formula": "H24O12", "method": "the ωB97M-V functional and the def2-TZVPD basis", "species": ["O", "H", "H", "O", "H", "H", "O", "H", "H", "O", "H", "H", "O", "H", "H", "O", "H", "H", "O", "H", "H", "O", "H", "H", "O", "H", "H", "O", "H", "H", "O", "H", "H", "O", "H", "H"], "positions_angstrom": [[31.25500, 31.73400, 42.17100], [32.14500, 31.39900, 42.58300], [31.13900, 32.64400, 42.52900], [31.73400, 31.30300, 39.45300], [31.37000, 32.01600, 38.75200], [31.51400, 31.55600, 40.33000], [37.87600, 34.25600, 40.75700], [37.01200, 33.92700, 40.33300], [37.80300, 34.35700, 41.76000], [34.46100, 31.30900, 40.83400], [34.17500, 30.76800, 40.03600], [34.75400, 32.22000, 40.41800], [33.49300, 31.13600, 43.01400], [33.98500, 31.91200, 42.94400], [34.03400, 30.78800, 42.45100], [36.04400, 28.33100, 39.28900], [36.20200, 27.57800, 38.81000], [35.27800, 28.53600, 39.10100], [33.32700, 29.77100, 38.32800], [32.50300, 30.36300, 38.53300], [32.84200, 28.97200, 38.32500], [35.34200, 32.18600, 37.30200], [36.03600, 31.85600, 37.94500], [35.26100, 33.03700, 37.89800], [35.19400, 33.70000, 40.27900], [34.87000, 34.44400, 39.66800], [35.20800, 33.77300, 41.30100], [32.47200, 28.80400, 41.37500], [32.34500, 28.18300, 40.47000], [32.48400, 29.55400, 40.89000], [36.11600, 29.53600, 42.30700], [35.99000, 28.68500, 41.73500], [35.91600, 29.87200, 41.43200], [34.69200, 33.54600, 42.69000], [34.62700, 33.69000, 43.65000], [33.92600, 34.26700, 42.60000]], "homo_lumo_gap_ev": 9.6, "e_homo_ev": -10.409, "smiles": "O.O.O.O.O.O.O.O.O.O.O.O", "charge": 0, "lumo_ev": -0.847, "multiplicity": 1}

=====

#2
{"formula": "H24O12", "method": "the ωB97M-V functional and the def2-TZVPD basis", "species": ["O", "H", "H", "O", "H", "H", "O", "H", "H", "O", "H", "H", "O", "H", "H", "O", "H", "H", "O", "H", "H", "O", "H", "H", "O", "H", "H", "O", "H", "H", "O", "H", "H", "O", "H", "H"], "positions_angstrom": [[-3.31279, 3.47431, -0.11154], [-3.64103, 2.65866, -0.48996], [-3.81489, 4.16135, -0.54983], [-4.74696, 1.71177, 4.38816], [-4.80384, 2.66644, 4.34826], [-4.31469, 1.46276, 3.57123], [2.94766, 3.49023, -4.39599], [3.14443, 2.63643, -4.01059], [2.69609, 3.29393, -5.29844], [6.77943, 0.06540, 0.51713], [7.12521, 0.95220, 0.61840], [6.01240, 0.16974, -0.04592], [-4.71062, -0.92724, -0.04195], [-5.19558, -0.94748, -0.86695], [-5.21514, -1.48850, 0.54684], [1.34787, -5.19563, -2.56028], [0.86719, -4.37584, -2.67487], [2.09804, -4.95969, -2.01454], [0.51998, -0.73572, -0.05781], [0.87645, 0.11007, 0.21390], [-0.29647, -0.82135, 0.43444], [-1.82768, -4.02191, 3.52035], [-2.33531, -4.28410, 2.75237], [-1.56148, -4.84736, 3.92532], [-1.02673, -0.04577, 5.40938], [-1.93368, 0.25554, 5.46318], [-1.07897, -0.88318, 4.94866], [2.90401, 3.09470, 1.30389], [2.82037, 3.72046, 0.58441], [3.16359, 3.62695, 2.05592], [-1.43267, -0.60747, -4.78683], [-0.85775, -0.49520, -4.02980], [-2.26258, -0.90692, -4.41560], [3.95993, -0.39545, -2.68652], [3.15967, -0.55513, -2.18621], [3.94655, -1.05698, -3.37820]], "homo_lumo_gap_ev": 11.0, "e_homo_ev": -11.229, "smiles": "O.O.O.O.O.O.O.O.O.O.O.O", "charge": 0, "lumo_ev": -0.240, "multiplicity": 1}

=====

Energetically preferred structure: #2 | next structure: +0.1463 hartree

=====

#1
{"formula": "H24O12", "method": "the ωB97M-V functional and the def2-TZVPD basis", "species": ["O", "H", "H", "O", "H", "H", "O", "H", "H", "O", "H", "H", "O", "H", "H", "O", "H", "H", "O", "H", "H", "O", "H", "H", "O", "H", "H", "O", "H", "H", "O", "H", "H", "O", "H", "H"], "positions_angstrom": [[-0.34087, -0.32764, 0.19622], [-0.60702, -1.10071, 0.70662], [0.56313, -0.52476, -0.07380], [-4.51971, 2.47586, -0.15964], [-4.70939, 1.75402, 0.45024], [-3.58569, 2.66523, -0.01564], [1.17003, 0.43565, 3.06303], [0.79266, 0.77694, 3.88163], [1.44076, 1.22593, 2.58225], [1.39921, 0.39100, -1.43277], [2.09663, -0.19045, -1.75606], [0.63607, 0.16712, -1.97727], [-2.81948, 1.83956, -1.45634], [-2.63564, 0.94106, -1.15985], [-3.02777, 1.73972, -2.39209], [-3.50425, -0.90897, -1.80515], [-2.61108, -0.70061, -1.50882], [-4.06857, -0.58777, -1.09286], [-0.14292, -3.31827, 1.14771], [-0.69976, -4.01098, 0.77481], [0.48819, -3.79556, 1.69807], [1.69342, 4.03391, 0.66550], [2.41520, 4.42764, 0.16252], [1.89637, 3.09168, 0.66853], [1.04862, -2.53814, -2.90164], [0.53066, -3.35083, -2.88637], [1.58656, -2.58786, -2.10343], [3.93352, 1.37817, -1.29121], [4.61032, 1.97745, -1.62556], [4.12169, 1.31468, -0.34805], [-2.37036, -1.43708, 2.38628], [-1.99167, -2.03561, 3.04001], [-2.84876, -0.78689, 2.91294], [3.46136, -0.74497, 0.17568], [3.79427, -0.31811, 0.97315], [2.80427, -1.37042, 0.50134]], "homo_lumo_gap_ev": 9.2, "e_homo_ev": -9.367, "smiles": "O.O.O.O.O.O.O.O.O.O.O.O", "charge": 0, "lumo_ev": -0.157, "multiplicity": 1}

=====

#2
{"formula": "H24O12", "method": "the ωB97M-V functional and the def2-TZVPD basis", "species": ["O", "H", "H", "O", "H", "H", "O", "H", "H", "O", "H", "H", "O", "H", "H", "O", "H", "H", "O", "H", "H", "O", "H", "H", "O", "H", "H", "O", "H", "H", "O", "H", "H", "O", "H", "H"], "positions_angstrom": [[1.05805, -0.56269, -0.27638], [1.73827, -0.12653, -0.64102], [0.24491, -0.16309, -0.64701], [-2.92846, -1.50684, 0.08871], [-3.77413, -1.31544, 0.33853], [-2.66831, -0.60717, -0.28968], [-3.27760, -3.62589, -0.54262], [-3.85147, -3.08308, 0.07552], [-2.52402, -3.14557, -0.82172], [-2.83957, 1.65208, 0.84945], [-2.02226, 1.19044, 0.94923], [-3.04612, 1.66488, -0.09264], [-1.10251, 2.10731, -1.27481], [-1.89021, 2.57412, -0.98467], [-0.54699, 2.09370, -0.52749], [1.20460, 0.12810, 3.39099], [0.40686, 0.50426, 3.74110], [1.06903, 0.19171, 2.43146], [2.47287, -3.27224, 0.21952], [1.87423, -3.93485, 0.10728], [2.27205, -2.79010, 1.03692], [-0.04756, 0.90695, -5.50186], [0.15334, 0.66205, -4.63213], [-0.90108, 0.49603, -5.59714], [-0.19461, -1.87401, 4.56706], [0.54557, -1.78020, 3.88632], [0.31546, -1.99167, 5.35258], [0.88854, 4.75291, 0.45682], [0.82529, 5.20850, 1.30931], [1.20429, 3.85638, 0.81386], [2.92796, -2.82477, -1.88491], [2.43549, -3.59764, -2.09543], [2.32392, -2.01242, -1.95650], [2.93479, 3.54390, -0.70304], [2.20266, 4.05977, -0.43157], [2.51673, 2.62113, -0.71405]], "homo_lumo_gap_ev": 8.8, "e_homo_ev": -9.806, "smiles": "O.O.O.O.O.O.O.O.O.O.O.O", "charge": 0, "lumo_ev": -1.017, "multiplicity": 1}

=====

Energetically preferred structure: #1 | next structure: +0.0846 hartree

=====

#1
{"formula": "H24O12", "method": "the ωB97M-V functional and the def2-TZVPD basis", "species": ["O", "H", "H", "O", "H", "H", "O", "H", "H", "O", "H", "H", "O", "H", "H", "O", "H", "H", "O", "H", "H", "O", "H", "H", "O", "H", "H", "O", "H", "H", "O", "H", "H", "O", "H", "H"], "positions_angstrom": [[-1.77024, 0.32583, -2.30393], [-0.94537, 0.26559, -2.79389], [-1.76413, 1.22035, -1.92422], [-0.14280, 0.08130, 0.25481], [0.66106, 0.02119, -0.27281], [-0.86183, 0.02550, -0.39161], [-4.21115, 0.93162, 0.36954], [-3.40299, 1.29123, -0.00976], [-4.65334, 0.49979, -0.36857], [-3.40792, -2.24082, 0.18211], [-4.24539, -2.38843, 0.63046], [-2.95421, -1.59600, 0.73542], [2.14656, 1.08872, -1.48665], [2.86377, 0.88154, -2.09548], [1.63848, 1.77982, -1.92606], [2.79956, 2.08323, 1.23056], [3.36495, 2.82957, 1.01352], [2.62252, 1.64542, 0.38800], [-1.61608, 2.85748, -0.94572], [-1.01431, 3.38926, -0.41392], [-1.98951, 3.46903, -1.59116], [-1.42633, 1.44429, 2.51712], [-1.01020, 1.22428, 1.67296], [-1.78199, 2.33077, 2.42158], [3.85801, -1.93553, 0.28563], [3.09632, -1.71436, -0.26583], [4.43389, -1.16628, 0.26369], [1.83593, -2.20849, -1.82106], [1.12058, -1.73859, -2.26106], [2.53575, -2.28744, -2.47809], [0.30347, -0.72473, 3.61923], [-0.53308, -0.30669, 3.38157], [0.68329, -0.98754, 2.77385], [0.89162, -3.47150, 0.68429], [1.19207, -3.04282, -0.12583], [1.68305, -3.87659, 1.05127]], "homo_lumo_gap_ev": 8.9, "e_homo_ev": -9.819, "smiles": "O.O.O.O.O.O.O.O.O.O.O.O", "charge": 0, "lumo_ev": -0.961, "multiplicity": 1}

=====

#2
{"formula": "H24O12", "method": "the ωB97M-V functional and the def2-TZVPD basis", "species": ["O", "H", "H", "O", "H", "H", "O", "H", "H", "O", "H", "H", "O", "H", "H", "O", "H", "H", "O", "H", "H", "O", "H", "H", "O", "H", "H", "O", "H", "H", "O", "H", "H", "O", "H", "H"], "positions_angstrom": [[0.20401, 0.18389, 0.27524], [-0.57436, 0.03751, -0.16413], [0.62139, 0.91819, -0.17902], [-4.21277, 0.83997, 2.47016], [-3.81338, 0.59682, 1.59771], [-4.14548, -0.00817, 2.83505], [-3.49843, -0.63413, -2.41299], [-3.14598, -0.63683, -1.52149], [-3.16547, -1.48551, -2.80670], [3.19432, 0.31225, 2.13422], [2.58208, 0.48535, 1.46922], [2.70077, -0.02065, 2.92675], [3.80451, -1.82842, 0.61367], [3.36919, -1.75079, 1.49285], [3.34654, -2.32556, 0.00418], [1.23429, -2.93519, 1.08424], [0.68955, -3.47534, 1.60112], [1.77802, -3.65303, 0.67628], [-4.39125, -2.35006, -1.20472], [-3.84630, -2.66575, -0.52873], [-5.29215, -2.25548, -0.81904], [-4.10557, 2.31098, -1.13102], [-4.94171, 1.92951, -0.93068], [-4.09577, 3.01272, -0.40590], [2.52716, 4.27828, -1.06142], [2.86590, 3.87249, -0.27300], [3.21671, 4.66809, -1.46415], [-1.54626, 0.84827, 1.50353], [-1.29780, 1.76245, 1.84683], [-1.09618, 0.24038, 2.05108], [3.99502, 1.61998, -0.80408], [3.47909, 1.81350, -0.04402], [3.24658, 1.28891, -1.44013], [3.83995, -1.77925, -2.60264], [3.15590, -1.04795, -2.86782], [3.31787, -2.16746, -1.92044]], "homo_lumo_gap_ev": 9.7, "e_homo_ev": -10.131, "smiles": "O.O.O.O.O.O.O.O.O.O.O.O", "charge": 0, "lumo_ev": -0.423, "multiplicity": 1}

=====

#3
{"formula": "H24O12", "method": "the ωB97M-V functional and the def2-TZVPD basis", "species": ["H", "H", "H", "H", "H", "H", "H", "H", "H", "H", "H", "H", "H", "H", "H", "H", "H", "H", "H", "H", "H", "H", "H", "H", "O", "O", "O", "O", "O", "O", "O", "O", "O", "O", "O", "O"], "positions_angstrom": [[-1.33744, 0.36042, 0.64620], [-0.76386, 0.45391, -0.83367], [1.99356, 1.73967, 0.39731], [2.26962, 0.53341, 1.15535], [0.63644, 1.22770, -3.02732], [0.02402, 1.83143, -4.26447], [-4.06138, -0.55804, -0.45055], [-2.79690, -1.38915, -0.02984], [0.35495, 1.59718, 3.52009], [1.25691, 0.80037, 2.60615], [-0.05100, -2.14036, -5.23815], [1.32449, -1.68944, -4.71566], [3.80644, -3.33061, -0.86881], [2.70624, -2.11434, -1.02464], [-3.66256, 0.14311, 2.13418], [-2.13525, 0.52825, 2.08774], [-0.43678, -3.13390, -2.09074], [0.74962, -2.72722, -1.22312], [-0.40942, -3.23734, 3.24165], [0.15435, -2.52838, 1.99510], [-1.56715, 2.15818, 1.37673], [-2.01758, 3.57028, 0.82754], [1.95256, 4.09027, 1.02066], [1.33263, 4.10541, 2.36014], [-1.01406, -0.17935, -0.08468], [2.67104, 1.41304, 0.90474], [0.39725, 2.03855, -3.45959], [-3.61040, -0.86182, 0.31374], [1.09800, 0.91740, 3.55045], [0.35205, -1.41905, -4.74217], [3.48147, -2.53745, -1.39954], [-2.85083, 0.18626, 1.49702], [0.50967, -3.32184, -2.00483], [0.43178, -3.07955, 2.69820], [-2.00607, 2.93520, 1.56701], [1.21762, 3.61776, 1.55778]], "homo_lumo_gap_ev": 8.8, "e_homo_ev": -9.138, "charge": 0, "lumo_ev": -0.352, "multiplicity": 1}

=====

#4
{"formula": "H24O12", "method": "the ωB97M-V functional and the def2-TZVPD basis", "species": ["O", "H", "H", "O", "H", "H", "O", "H", "H", "O", "H", "H", "O", "H", "H", "O", "H", "H", "O", "H", "H", "O", "H", "H", "O", "H", "H", "O", "H", "H", "O", "H", "H", "O", "H", "H"], "positions_angstrom": [[4.06113, 1.20026, 2.26813], [3.15110, 1.03770, 2.01985], [4.03455, 1.31049, 3.21859], [-0.74754, 1.11518, -3.79960], [-0.28396, 1.01450, -4.63097], [-0.19624, 1.70683, -3.28751], [-4.23945, 5.14707, -0.50785], [-4.48771, 6.02432, -0.21624], [-3.34990, 5.24943, -0.84617], [4.29558, 0.11083, -3.07117], [3.73585, -0.50034, -3.55012], [3.71501, 0.51125, -2.42400], [0.44725, -2.22865, 6.54049], [0.13696, -2.97096, 6.02189], [-0.29313, -2.00320, 7.10372], [3.96853, -3.62306, 2.26321], [4.26013, -3.97415, 3.10460], [4.17827, -2.69014, 2.30679], [-2.59311, -4.65871, -0.41801], [-3.24128, -4.26102, -0.99936], [-3.11000, -5.17626, 0.19940], [1.42804, 4.51968, -1.37738], [1.22376, 5.39677, -1.70173], [2.34801, 4.56817, -1.11745], [-2.80682, 1.96811, 4.53764], [-3.72329, 2.08221, 4.28606], [-2.36804, 1.69942, 3.73048], [-4.58833, 2.34720, -5.85391], [-4.02700, 2.10950, -5.11591], [-4.03152, 2.88725, -6.41475], [1.78149, -6.43795, -1.22028], [2.35426, -5.78968, -0.81053], [0.89865, -6.08799, -1.10050], [-0.52285, -0.29754, 0.57335], [-0.63722, -1.24722, 0.60907], [-0.77118, -0.05934, -0.31985]], "homo_lumo_gap_ev": 11.2, "e_homo_ev": -11.284, "smiles": "O.O.O.O.O.O.O.O.O.O.O.O", "charge": 0, "lumo_ev": -0.090, "multiplicity": 1}

=====

Energetically preferred structure: #1 | next structure: +0.0354 hartree